[1]
{
  "formula": "C9H4N3O9S6Ti",
  "method": "ωB97M-V with the def2-TZVPD basis set",
  "species": ["Ti", "O", "S", "O", "O", "C", "C", "C", "C", "C", "C", "S", "O", "O", "O", "H", "H", "H", "H", "S", "S", "S", "S", "O", "N", "C", "C", "N", "C", "N", "O", "O"],
  "coordinates": [[-0.6003, -1.0122, -1.2348], [-0.9249, -1.2118, 2.7871], [-0.2692, -0.9078, 1.5465], [-0.0602, -2.0493, 0.6260], [-0.8899, 0.1200, 0.7093], [1.3995, -0.4136, 1.9834], [1.8447, -0.9156, 3.2003], [3.1590, -0.7453, 3.6062], [4.0428, -0.0722, 2.7799], [3.5972, 0.4420, 1.5716], [2.2777, 0.2907, 1.1607], [1.8478, 1.1829, -0.3537], [3.1140, 1.4525, -0.9913], [1.0998, 2.3239, 0.0988], [1.0507, 0.2265, -1.1590], [1.1416, -1.4495, 3.8231], [3.4851, -1.1456, 4.5584], [5.0775, 0.0608, 3.0715], [4.2671, 0.9793, 0.9157], [-1.2257, 0.1530, -3.4504], [0.3934, 1.1114, -4.1177], [0.1477, 3.1583, -3.5983], [-1.5210, 3.4082, -2.6671], [-2.6820, -1.1567, -1.0904], [-3.2085, 0.0203, -1.0390], [-4.4410, 0.1076, -1.4761], [-5.0867, 1.3762, -1.4351], [-5.6687, 2.3688, -1.4043], [-5.1909, -1.0211, -1.9357], [-5.8314, -1.8981, -2.3162], [0.4969, -2.1637, -2.1192], [-0.8420, -2.6197, -2.0501]],
  "forces_ev_per_angstrom": [[0.1, -0.2, -0.9], [0.0, 0.0, -0.1], [0.1, 0.0, 0.0], [0.0, -0.2, 0.0], [-0.1, 0.3, 0.0], [-0.1, -0.1, 0.1], [0.1, 0.0, 0.1], [0.0, 0.0, 0.0], [0.0, 0.0, 0.0], [0.1, 0.0, 0.0], [0.1, 0.1, -0.1], [-0.1, 0.0, 0.0], [0.0, 0.0, 0.0], [0.0, 0.0, 0.0], [0.1, -0.2, 0.1], [0.0, 0.0, 0.0], [0.0, 0.0, 0.0], [0.0, 0.0, 0.0], [0.0, 0.0, 0.0], [0.0, -0.1, 0.4], [0.1, 0.0, -0.1], [0.0, 0.1, 0.1], [0.0, 0.0, 0.0], [0.0, 0.1, -0.1], [-0.1, 0.1, -0.2], [0.4, -0.2, 0.4], [-0.1, 0.2, 0.1], [0.0, 0.0, 0.0], [-0.1, -0.1, -0.2], [0.0, 0.0, 0.0], [0.0, 0.2, 0.3], [-0.1, 0.1, 0.2]],
  "mulliken_charge": [0.4468, -0.7054, 1.6879, -0.4955, -0.5250, 0.3301, -0.6619, -0.5377, -0.5117, -0.5583, -0.3231, 1.3764, -0.7429, -0.6452, -0.1409, 0.4723, 0.3545, 0.3565, 0.5114, -0.2111, -0.1567, -0.0401, -0.2149, -0.3421, 0.0510, 0.5373, 0.0056, -0.5470, 0.3078, -0.5441, -0.3181, -0.2157],
  "relative_energy_kcal_mol": 11.04,
  "homo_lumo_gap_ev": [6.31, 6.66],
  "e_lumo_ev": [4.42, 4.17],
  "multiplicity": 2,
  "largest_force_ev_per_a": 0.970,
  "homo_energy_ev": [-1.9, -2.5],
  "s_squared": 0.755,
  "total_charge": -2
}


[2]
{
  "formula": "C48H96O26S4",
  "method": "ωB97M-V with the def2-TZVPD basis set",
  "species": ["C", "C", "C", "O", "C", "H", "H", "H", "H", "H", "H", "H", "H", "C", "C", "C", "O", "C", "H", "H", "H", "H", "H", "H", "H", "H", "C", "C", "C", "O", "C", "H", "H", "H", "H", "H", "H", "H", "H", "C", "C", "C", "O", "C", "H", "H", "H", "H", "H", "H", "H", "H", "C", "C", "C", "O", "C", "H", "H", "H", "H", "H", "H", "H", "H", "C", "C", "C", "O", "C", "H", "H", "H", "H", "H", "H", "H", "H", "C", "C", "C", "O", "C", "H", "H", "H", "H", "H", "H", "H", "H", "C", "C", "C", "O", "C", "H", "H", "H", "H", "H", "H", "H", "H", "C", "C", "C", "O", "C", "H", "H", "H", "H", "H", "H", "H", "H", "C", "C", "C", "O", "C", "H", "H", "H", "H", "H", "H", "H", "H", "C", "C", "O", "S", "O", "O", "O", "H", "H", "H", "H", "C", "C", "O", "S", "O", "O", "O", "H", "H", "H", "H", "C", "C", "O", "S", "O", "O", "O", "H", "H", "H", "H", "C", "C", "O", "S", "O", "O", "O", "H", "H", "H", "H"],
  "coordinates": [[-3.8326, -4.3032, -20.1668], [-3.9006, -4.4504, -18.6085], [-3.1033, -5.7199, -18.2992], [-2.8070, -6.2807, -19.6131], [-2.7926, -5.3246, -20.5999], [-3.4207, -3.3346, -20.4501], [-4.7914, -4.4829, -20.6531], [-4.8948, -4.4376, -18.1617], [-3.5401, -3.5867, -18.0498], [-3.7548, -6.3576, -17.7017], [-2.2362, -5.5825, -17.6532], [-3.0112, -5.8647, -21.5211], [-1.7955, -4.8883, -20.6597], [6.9785, -8.2657, -14.5861], [6.7229, -8.0628, -13.1281], [5.7354, -6.9556, -13.1383], [5.0372, -7.0290, -14.3080], [5.8236, -7.7150, -15.3330], [7.1599, -9.3347, -14.6979], [7.8685, -7.6602, -14.7576], [7.5469, -7.7853, -12.4707], [6.3268, -8.9841, -12.7009], [6.2989, -6.0240, -13.0876], [5.1166, -6.9342, -12.2413], [6.0009, -7.0209, -16.1545], [5.1748, -8.5512, -15.5933], [3.4861, -0.5612, -19.0894], [3.9622, -1.3833, -20.2975], [4.1318, -2.7202, -19.6575], [3.3156, -2.8478, -18.5552], [2.6650, -1.5969, -18.3759], [2.9002, 0.3113, -19.3784], [4.3480, -0.2488, -18.4998], [4.8809, -0.9873, -20.7302], [3.1324, -1.3570, -21.0038], [5.1954, -2.7614, -19.4225], [3.8061, -3.5095, -20.3349], [2.5777, -1.3436, -17.3193], [1.6471, -1.7270, -18.7434], [2.2039, -5.0131, -22.6128], [1.2818, -5.2312, -21.4302], [0.4587, -6.5006, -21.7581], [1.3209, -7.2287, -22.6767], [2.0806, -6.2905, -23.5004], [3.1881, -4.7151, -22.2514], [1.8594, -4.2047, -23.2577], [0.6500, -4.3674, -21.2231], [1.9558, -5.5336, -20.6287], [-0.4789, -6.1734, -22.2075], [0.2793, -7.0506, -20.8343], [1.5524, -6.1386, -24.4417], [3.0860, -6.6706, -23.6813], [2.0050, -3.3054, -12.0402], [3.2441, -3.7838, -11.3361], [2.9922, -3.3527, -9.9317], [2.2701, -2.1619, -9.9896], [1.6343, -2.0376, -11.2508], [1.1539, -3.9860, -12.0187], [2.2177, -3.0983, -13.0890], [4.1091, -3.2919, -11.7811], [3.4040, -4.8560, -11.4498], [3.8767, -3.1268, -9.3362], [2.3675, -4.0136, -9.3309], [1.9709, -1.2054, -11.8690], [0.5459, -2.0772, -11.2071], [1.7796, -5.9196, -17.5205], [1.9619, -6.2107, -16.0031], [0.6688, -5.7777, -15.3499], [-0.0976, -5.3162, -16.4065], [0.6520, -4.9052, -17.5338], [1.4655, -6.8549, -17.9838], [2.6942, -5.5193, -17.9578], [2.8351, -5.6884, -15.6124], [2.1913, -7.2742, -15.9363], [0.7823, -4.9358, -14.6670], [0.3605, -6.6183, -14.7283], [0.8736, -3.8522, -17.3599], [0.0610, -5.0150, -18.4431], [5.9163, -8.9983, -21.0706], [5.2366, -9.4301, -19.8004], [3.7702, -9.0538, -20.1020], [3.6587, -8.6784, -21.4843], [4.9178, -8.0690, -21.8068], [6.1193, -9.8256, -21.7507], [6.8732, -8.4877, -20.9622], [5.4939, -8.9223, -18.8708], [5.4347, -10.4537, -19.4823], [3.4153, -8.1739, -19.5654], [3.0821, -9.8702, -19.8827], [4.9745, -7.0332, -21.4719], [5.0816, -8.0170, -22.8832], [2.5970, -8.2540, -11.7553], [1.4553, -8.9467, -10.9866], [0.8853, -9.9749, -11.9463], [2.0683, -10.3561, -12.6821], [2.7990, -9.2003, -12.9540], [3.5210, -8.2266, -11.1776], [2.3438, -7.2487, -12.0920], [0.6598, -8.2393, -10.7524], [1.7598, -9.3682, -10.0287], [0.0305, -9.5924, -12.5040], [0.5008, -10.8429, -11.4108], [2.4896, -8.7170, -13.8807], [3.8594, -9.4388, -13.0359], [-3.6995, -5.8122, -13.9202], [-2.4648, -6.2778, -13.2337], [-1.6693, -5.0243, -12.7649], [-2.2527, -3.9998, -13.5700], [-3.2425, -4.5248, -14.5629], [-4.5062, -5.5478, -13.2365], [-3.9393, -6.5404, -14.6949], [-1.8758, -6.8734, -13.9311], [-2.7243, -6.8929, -12.3721], [-0.6107, -5.2642, -12.8646], [-1.9802, -4.8418, -11.7363], [-2.6864, -4.6983, -15.4842], [-4.0786, -3.8842, -14.8432], [-2.1037, -0.3725, -20.9514], [-0.8777, -0.5727, -20.0888], [-0.4414, -2.0666, -20.4314], [-0.6222, -2.0503, -21.8638], [-1.7347, -1.1759, -22.2738], [-2.3808, 0.6502, -21.2072], [-2.9606, -0.8815, -20.5099], [-1.0034, -0.4671, -19.0112], [-0.1232, 0.1402, -20.4214], [-1.0075, -2.8521, -19.9309], [0.6374, -2.1725, -20.3171], [-2.5924, -1.6953, -22.7013], [-1.2435, -0.4780, -22.9518], [2.2540, -10.6715, -16.8834], [2.2735, -11.9254, -16.0128], [3.6219, -12.0296, -15.6818], [4.6120, -11.4011, -16.8497], [4.6884, -12.3322, -17.9631], [5.8687, -10.9464, -16.2982], [3.5408, -10.2586, -17.1956], [1.6893, -9.8277, -16.4868], [1.7852, -10.7717, -17.8623], [2.0508, -12.8429, -16.5574], [1.6384, -11.7390, -15.1467], [-1.1636, -0.5652, -14.2776], [-0.8134, -1.7926, -15.1352], [0.2424, -1.1819, -15.9275], [1.2112, -0.2412, -15.0212], [1.5182, 0.9924, -15.7513], [2.3202, -1.0267, -14.4978], [0.0762, 0.0061, -13.9239], [-1.7730, -0.8345, -13.4149], [-1.7370, 0.1681, -14.8447], [-1.7268, -2.1542, -15.6075], [-0.3030, -2.5808, -14.5817], [5.4308, -2.9723, -16.2287], [4.9534, -3.6174, -14.8577], [5.9766, -3.2059, -13.9095], [7.4466, -2.9799, -14.7009], [7.9938, -4.2266, -15.2689], [8.3222, -2.0256, -13.9491], [6.6957, -2.2486, -15.9967], [4.7322, -2.1698, -16.4656], [5.5234, -3.7072, -17.0283], [5.0257, -4.6854, -15.0633], [3.9592, -3.3025, -14.5406], [-2.1105, -10.1651, -17.8922], [-1.6246, -8.6876, -17.9377], [-1.8959, -8.1997, -16.6291], [-2.0823, -9.3552, -15.4871], [-3.1240, -9.0340, -14.4929], [-0.7622, -9.8280, -14.9734], [-2.6444, -10.4615, -16.6306], [-1.2308, -10.7727, -18.1044], [-2.8259, -10.4148, -18.6759], [-2.0052, -8.1745, -18.8209], [-0.5619, -8.7244, -18.1773]],
  "forces_ev_per_angstrom": [[0.2, 0.6, 0.3], [0.1, 0.8, 0.0], [-0.8, 0.2, -0.5], [0.1, -2.0, 2.6], [-0.2, 0.4, 0.0], [-0.5, 0.3, 0.0], [0.0, 0.1, 0.1], [-0.4, -0.7, -0.7], [0.9, 0.2, -0.5], [0.1, -0.7, -0.5], [0.5, 0.2, -0.5], [0.0, 0.3, -0.2], [0.2, 0.3, -0.2], [2.7, -0.1, 0.2], [-0.6, -0.8, 1.5], [0.8, 1.2, 1.7], [-1.5, 0.2, -1.6], [-2.0, -0.4, 1.2], [0.2, 0.3, -0.8], [0.3, -0.4, -0.7], [0.4, -0.1, -0.5], [-0.4, 0.0, 0.1], [0.2, 0.5, -0.1], [-0.6, -0.2, -0.2], [0.3, -0.2, 0.0], [0.0, 0.2, -0.8], [0.1, 0.1, -0.7], [-0.9, 1.4, 0.2], [1.0, -1.0, -1.8], [-0.4, 0.4, 1.4], [-0.7, 0.2, 1.2], [0.1, 0.0, 0.1], [-0.1, 0.1, 0.2], [-0.2, -0.1, -0.2], [0.2, -0.2, -0.4], [0.1, -0.7, 0.4], [0.7, -0.3, -0.3], [0.1, -0.3, 0.2], [-0.1, 0.5, -0.1], [-0.8, 0.5, -1.5], [0.1, -1.0, 0.1], [1.6, 1.1, -0.9], [-0.4, 0.4, 0.1], [-0.1, -0.2, 2.1], [0.2, -0.5, -0.4], [0.0, 0.4, 0.2], [0.2, -0.1, 0.3], [-0.3, 0.5, 0.6], [-0.2, -0.4, -0.3], [0.0, -0.5, -0.3], [0.0, 0.2, 0.0], [-0.3, -0.6, -0.1], [-0.4, 0.2, -0.6], [0.3, -0.9, -0.5], [0.3, -0.1, 1.4], [-0.8, 1.8, -0.6], [-0.1, -1.1, -1.2], [0.2, -0.4, 0.2], [-0.2, 0.1, 0.0], [0.1, 0.1, 0.2], [0.0, -0.1, 0.1], [0.2, -0.2, -0.1], [0.2, -0.8, -0.2], [0.0, 0.5, 0.7], [-0.1, 0.7, 0.6], [0.6, 0.7, 0.7], [1.5, -0.1, -0.9], [1.8, 0.4, 0.3], [-3.5, -0.4, -0.3], [0.2, -0.7, 0.5], [0.0, 0.2, -0.4], [0.0, -0.3, -0.2], [0.0, 0.0, 0.1], [-0.1, 0.0, 0.5], [0.5, 0.1, 0.3], [-1.3, -0.1, -0.5], [0.7, 0.1, -0.4], [-0.4, 0.1, 0.1], [1.0, 1.0, -1.3], [-0.7, 0.3, 0.9], [-0.6, -0.2, -0.4], [0.7, -0.1, -0.1], [0.0, -1.0, 0.7], [-0.1, -0.3, 0.2], [0.1, 0.0, 0.3], [0.5, 0.7, -0.3], [-0.4, -0.3, -0.8], [0.3, 0.1, 0.6], [-0.1, 0.0, -0.3], [-0.1, 0.2, 0.5], [-0.2, -0.4, 0.0], [-0.1, -0.5, 0.0], [-0.9, 1.1, 0.4], [1.1, -0.4, 0.8], [-1.3, -0.9, -0.4], [0.6, 0.8, 0.2], [-0.2, 0.2, 0.1], [0.0, 0.0, 0.1], [0.0, 0.2, 0.2], [0.2, -0.2, -0.2], [0.4, 0.2, -0.7], [0.3, -0.2, -0.1], [-0.2, 0.0, -0.3], [-0.1, -0.3, -0.2], [-0.1, 0.7, -0.8], [0.9, -0.7, 1.2], [-2.7, -1.6, -0.7], [-0.4, 1.4, -1.1], [1.6, -0.5, 0.6], [-0.2, -0.5, 0.0], [-0.7, 0.0, 0.3], [0.1, 0.0, 0.1], [0.2, -0.3, -0.1], [0.1, 0.9, -0.2], [0.6, 0.3, 0.2], [0.2, -0.2, -0.1], [0.3, 0.7, 0.8], [-0.4, -1.3, -1.1], [0.4, -1.3, 0.4], [0.0, 2.8, -1.6], [-1.2, -0.7, -0.2], [1.5, 0.8, 2.0], [0.1, 0.0, 0.3], [-0.2, 0.2, 0.2], [-0.3, 0.3, 0.0], [0.4, -0.3, 0.1], [-0.1, 0.0, 0.1], [-0.2, -0.4, 0.3], [0.3, -0.2, -0.1], [-0.5, -0.1, -0.5], [-2.6, 0.7, -1.6], [-0.2, 0.3, -1.0], [3.0, 0.2, 0.6], [-0.1, -2.0, -0.1], [-0.4, 1.3, 1.4], [-2.3, 0.0, -0.4], [2.7, 0.6, 0.3], [0.4, 0.0, 0.8], [-0.3, -0.8, -0.1], [-0.7, 0.2, 0.0], [0.4, -0.4, 0.2], [-1.1, -1.1, -0.2], [0.8, 1.3, 1.5], [0.5, 0.1, -1.2], [0.4, 0.5, -1.3], [-0.8, -2.6, 1.5], [-1.8, 1.1, -0.5], [1.3, 0.5, 0.8], [0.5, 0.1, 0.3], [0.1, 0.0, -0.3], [0.7, 0.0, -0.9], [-0.6, -0.1, 0.2], [-0.4, 1.4, 1.0], [2.0, -0.1, -1.7], [1.5, -0.2, -0.3], [0.5, 0.9, -0.8], [-1.2, 2.2, 1.9], [-3.1, -3.0, -2.2], [0.2, -1.2, 1.5], [0.1, -0.2, -0.4], [0.2, 0.2, 0.1], [-0.3, -0.2, 0.8], [0.4, 0.2, 0.2], [0.9, -0.1, -1.3], [0.5, -2.0, -0.5], [-0.3, 0.7, 1.3], [0.7, -1.6, 0.4], [2.4, -0.6, -3.0], [-3.2, 1.4, -1.6], [0.1, 1.1, 2.2], [0.0, -0.4, 0.3], [-0.3, 0.2, 0.4], [-1.0, 0.8, 1.0], [0.3, 0.2, 0.8]],
  "mulliken_charge": [-0.1631, -0.7043, 0.9505, -0.4238, 0.2473, -0.1556, 0.2529, 0.4631, 0.2018, 0.3183, -0.8245, 0.4993, -0.6405, -0.6703, -0.8129, -0.2251, 0.1067, 0.5505, 0.3670, 0.3431, 0.3875, 0.2593, 0.3264, 0.0045, 0.2724, -0.8438, -0.5013, -0.6873, -0.1673, 0.3025, 1.1853, 0.4040, 0.3216, 0.4906, 0.1792, 0.4052, -0.4192, -0.6670, -0.8101, -0.6673, 2.2431, -0.1285, -0.4868, -0.4678, 0.3289, 0.2525, -1.1738, -0.4033, 0.2843, -0.0537, 0.2944, 0.1481, 1.4193, 0.2400, -0.7477, -0.4992, -0.4494, -0.5278, -0.5479, 0.0698, -0.1112, 0.3424, 0.3173, 0.2117, 0.3080, 0.1203, 1.6959, 1.0466, -0.2946, 0.6099, -0.1601, 0.4148, -0.9813, -0.8914, -1.3250, 0.2711, -0.3850, -0.4582, -0.7939, 0.1470, 0.4064, -0.4332, -0.3846, 0.2748, 0.3933, 0.0503, -0.0475, -0.3066, 0.1641, 0.1187, 0.4175, 0.2064, -0.6646, -0.0522, -0.5109, 0.7242, 0.2669, -0.3039, 0.3347, 0.2600, -0.1800, 0.4012, -0.4641, -0.0388, -0.6660, 0.3646, 0.0258, -0.4210, 0.4218, 0.3593, 0.2434, -0.8521, 0.6086, -0.3831, 0.4457, -0.5342, 0.4689, -0.7254, -0.2331, 1.0355, -0.4819, -0.5744, 0.4038, 0.2213, 0.1554, 0.3457, -0.4354, -0.5014, 0.2884, 0.3898, 0.3569, -0.1531, -0.4707, 1.0301, -0.5878, -0.5035, 0.0162, -0.2212, 0.0831, 0.3154, 0.2340, -0.6199, 0.4071, -0.2154, 1.0761, -0.6554, -0.4100, -0.3672, 0.3815, 0.3811, 0.1420, -0.1542, 0.3089, 1.7692, -0.4347, 1.0176, -0.5289, -0.5731, -0.4411, -0.1651, 0.1251, -0.5474, -0.6675, -0.5949, 0.5544, -0.0841, 1.0618, -0.5941, -0.3952, -0.4333, 0.2834, 0.3631, 0.2088, -0.2341],
  "relative_energy_kcal_mol": 0.00,
  "homo_lumo_gap_ev": 9.54,
  "e_lumo_ev": 0.12,
  "largest_force_ev_per_a": 4.906,
  "homo_energy_ev": -9.4,
  "total_charge": 0
}